No. 1
{"formula": "C34H89N5O15", "method": "wB97M-V/def2-TZVPD", "elements": ["H", "O", "H", "H", "C", "H", "H", "H", "C", "H", "C", "H", "H", "H", "O", "H", "H", "C", "H", "C", "H", "H", "H", "C", "O", "H", "C", "C", "H", "C", "H", "O", "H", "C", "H", "H", "H", "H", "O", "H", "H", "C", "H", "O", "H", "H", "H", "N", "H", "H", "C", "H", "O", "O", "H", "H", "C", "H", "H", "C", "O", "H", "C", "N", "H", "H", "H", "H", "H", "C", "O", "H", "H", "H", "H", "H", "H", "N", "H", "C", "H", "H", "H", "H", "H", "H", "H", "H", "C", "O", "C", "H", "H", "H", "H", "H", "H", "C", "O", "H", "H", "H", "H", "H", "H", "O", "C", "H", "O", "H", "N", "C", "H", "H", "H", "H", "C", "H", "H", "O", "H", "C", "H", "C", "H", "C", "H", "H", "C", "C", "H", "C", "H", "H", "H", "H", "C", "C", "C", "C", "N", "C", "H"], "positions_angstrom": [[13.3042, 16.5099, -33.8401], [15.9046, 21.3439, -43.1393], [12.6295, 26.9372, -26.0953], [16.7744, 17.4063, -37.8950], [11.5286, 18.4313, -31.1732], [17.6782, 19.8462, -33.0631], [13.1076, 20.5915, -42.4833], [14.6635, 19.9798, -44.0987], [18.2661, 21.7148, -30.8573], [11.3876, 19.3926, -40.5913], [13.3700, 15.7457, -33.0657], [11.4603, 15.1346, -33.6408], [8.8336, 24.9491, -34.9184], [8.8935, 29.7303, -18.9661], [16.7108, 15.2253, -37.4092], [10.9389, 19.0545, -31.8454], [8.0973, 29.0338, -21.7874], [18.9932, 23.1458, -30.8367], [19.9228, 22.8750, -38.9001], [7.8167, 28.1425, -21.2263], [13.9155, 28.4145, -32.0956], [10.5015, 22.2409, -35.5259], [11.9392, 17.7320, -33.1090], [12.4805, 19.9978, -29.7341], [11.7379, 18.1568, -39.0398], [12.2276, 28.8988, -31.9068], [11.2642, 27.3348, -23.7161], [12.0979, 13.0781, -35.2461], [10.2887, 28.3343, -22.0988], [11.7594, 17.2751, -32.1358], [19.0332, 21.4862, -39.4576], [12.6405, 27.2810, -33.2603], [8.5783, 28.3117, -18.0513], [14.8962, 22.0084, -42.4325], [11.6330, 28.3605, -23.7273], [14.8659, 19.5723, -40.8932], [12.3272, 20.7842, -30.4731], [14.3576, 22.6229, -43.1538], [18.1653, 22.4588, -37.9019], [10.4691, 16.5961, -38.9077], [23.7621, 28.8893, -31.5789], [9.6747, 25.1055, -35.5938], [19.8993, 22.8787, -32.6928], [17.3016, 17.3206, -40.4052], [10.7495, 26.3019, -34.1612], [23.3286, 27.8589, -33.8465], [13.2363, 27.8669, -35.2219], [20.1039, 23.3529, -31.8248], [9.4499, 25.9509, -36.2441], [19.4983, 23.3128, -29.8853], [22.5418, 28.3848, -33.3057], [13.1167, 21.8876, -41.3128], [12.7299, 18.8849, -30.5588], [10.9305, 26.6694, -24.9404], [14.3329, 15.2387, -33.0026], [16.0810, 20.3555, -45.1075], [10.8607, 25.4202, -34.7923], [18.4762, 16.2262, -39.2492], [13.4389, 24.9923, -34.3418], [10.1815, 27.3794, -22.6133], [9.9668, 24.1362, -36.5044], [17.6029, 21.6247, -29.9970], [12.2591, 18.9225, -40.1355], [12.8599, 16.3310, -31.7984], [11.0034, 24.5779, -34.1153], [17.3706, 15.3397, -40.0800], [9.8493, 17.7537, -39.9557], [11.1514, 16.5022, -40.4176], [11.2135, 26.2977, -26.9732], [13.2750, 25.7686, -35.0892], [23.3639, 27.0915, -31.3065], [12.7342, 18.2249, -40.8252], [13.3698, 20.1990, -29.1368], [18.9391, 20.8797, -30.6623], [22.1592, 28.8865, -31.1444], [7.2453, 29.0689, -19.0633], [17.2729, 24.0205, -29.9815], [14.2723, 20.3514, -40.6468], [8.7665, 22.8299, -35.4463], [13.4606, 27.0910, -34.4899], [13.5990, 16.7639, -31.2632], [13.0748, 29.3084, -33.3256], [10.8283, 16.7084, -32.1268], [12.2539, 13.8641, -32.8854], [20.9324, 28.3005, -34.2686], [14.5218, 27.1880, -34.2610], [16.0518, 20.4058, -32.9340], [11.6278, 19.9686, -29.0557], [8.3019, 28.8149, -18.9779], [21.2819, 27.8261, -33.5107], [19.3549, 22.0100, -38.5575], [9.4595, 22.2350, -36.9344], [11.2950, 28.0187, -26.4700], [12.4487, 12.1819, -34.7345], [15.3840, 22.6167, -41.6708], [19.8916, 20.1726, -37.5247], [20.2070, 24.2944, -32.1756], [17.8765, 24.2102, -30.8690], [17.3483, 21.6851, -31.9749], [7.8669, 26.0995, -21.4384], [6.7389, 28.2175, -21.0820], [17.2101, 24.1853, -31.7312], [15.5291, 16.5319, -38.5204], [14.0040, 25.7083, -35.8973], [19.5863, 21.6015, -36.0076], [8.5377, 27.9303, -20.0864], [11.5461, 26.9924, -26.2020], [17.5028, 22.4270, -38.5959], [20.4590, 21.7855, -36.3627], [6.9469, 26.9331, -22.8027], [11.9805, 25.6078, -35.7236], [22.8516, 28.3205, -31.7676], [10.8779, 18.0683, -30.3776], [12.3016, 12.9541, -36.3097], [22.7900, 26.3501, -31.5128], [16.9664, 19.7023, -31.6009], [9.6924, 22.7794, -36.0192], [11.0234, 13.2456, -35.1718], [10.3530, 26.7189, -21.7632], [12.7832, 14.2600, -34.9221], [12.1821, 26.8117, -23.4478], [13.7488, 21.1416, -41.7945], [8.9426, 26.1892, -23.6982], [16.5714, 16.3905, -38.2345], [18.1848, 17.3390, -40.7811], [12.4441, 14.6673, -33.5973], [15.8337, 14.8361, -37.4389], [22.5540, 29.4049, -33.6894], [12.9574, 28.4956, -32.6089], [20.2990, 21.1782, -37.6295], [18.2837, 25.2213, -30.8615], [17.4258, 16.2820, -39.5350], [13.7585, 19.6928, -38.7285], [11.9617, 24.7200, -36.2048], [21.2235, 21.0991, -38.2014], [12.6111, 20.8685, -39.4636], [15.4198, 20.7310, -44.3265], [17.0125, 20.4209, -32.4192], [7.8274, 26.9151, -22.1604], [10.7878, 17.2535, -39.7166], [8.8537, 27.0529, -23.1822], [13.2787, 20.0270, -39.6484], [14.8535, 21.4225, -44.9504]], "lowdin_charge": [0.106, -0.177, 0.078, 0.114, -0.230, 0.080, 0.105, 0.077, -0.152, 0.109, -0.199, 0.105, 0.124, 0.080, -0.048, 0.122, 0.126, -0.369, 0.108, -0.294, 0.081, 0.083, 0.108, -0.113, -0.188, 0.083, -0.197, -0.130, 0.104, -0.209, 0.113, -0.201, 0.086, -0.220, 0.109, 0.107, 0.089, 0.107, -0.073, 0.075, 0.110, -0.308, 0.054, -0.049, 0.117, 0.114, 0.125, 0.029, 0.131, 0.117, -0.250, 0.111, -0.184, -0.218, 0.123, 0.087, -0.223, 0.114, 0.125, -0.191, -0.190, 0.112, -0.234, -0.040, 0.120, 0.115, 0.086, 0.088, 0.085, -0.236, -0.059, 0.112, 0.089, 0.118, 0.114, 0.083, 0.073, -0.072, 0.083, -0.198, 0.094, 0.078, 0.114, 0.124, 0.083, 0.119, 0.089, 0.086, -0.066, -0.064, -0.231, 0.082, 0.082, 0.090, 0.122, 0.109, 0.053, -0.081, -0.187, 0.120, 0.112, 0.070, 0.110, 0.128, 0.076, -0.191, -0.081, 0.075, -0.050, 0.115, -0.037, -0.244, 0.119, 0.084, 0.082, 0.079, -0.053, 0.087, 0.108, -0.181, 0.113, -0.181, 0.102, -0.219, 0.093, -0.252, 0.081, 0.113, -0.132, -0.245, 0.069, -0.309, 0.114, 0.096, 0.115, 0.107, -0.116, -0.149, -0.202, -0.107, -0.064, -0.193, 0.079], "de_lowest_kcal_mol": 0.0, "lumo_ev": 0.3, "gap_ev": 8.73, "homo_ev": -8.478, "energy_ha": -2750.69877}



No. 2
{"formula": "C34H90CrKN9O13PS", "method": "wB97M-V/def2-TZVPD", "elements": ["H", "C", "H", "O", "H", "C", "H", "H", "C", "H", "N", "H", "H", "C", "O", "H", "H", "H", "C", "C", "H", "H", "N", "H", "H", "H", "N", "H", "C", "H", "O", "H", "H", "C", "C", "H", "H", "H", "C", "H", "N", "H", "O", "C", "H", "C", "H", "H", "H", "C", "H", "H", "H", "C", "C", "H", "H", "O", "C", "H", "N", "C", "P", "H", "C", "C", "H", "C", "H", "C", "H", "N", "H", "H", "H", "H", "Cr", "O", "O", "C", "H", "H", "H", "C", "O", "C", "H", "H", "C", "H", "H", "H", "H", "O", "H", "H", "H", "O", "H", "C", "H", "C", "H", "O", "H", "H", "H", "H", "H", "C", "H", "H", "H", "H", "H", "N", "H", "C", "H", "O", "H", "N", "S", "H", "H", "H", "H", "H", "H", "H", "H", "H", "C", "C", "C", "H", "H", "H", "H", "C", "K", "H", "H", "H", "C", "H", "O", "H", "N", "H"], "positions_angstrom": [[32.3285, -13.4810, -15.8569], [18.1310, -9.3801, -22.4579], [27.5942, -9.2065, -19.3710], [23.3424, -9.2337, -16.6910], [17.0521, -9.3842, -22.6130], [29.4759, -8.6875, -21.1552], [28.7519, -9.5922, -16.9672], [20.4753, -18.0972, -18.6532], [27.2697, -17.4483, -18.9621], [26.2965, -8.6958, -25.8776], [24.8507, -10.3400, -24.1521], [20.8280, -9.4743, -17.7274], [22.8120, -15.1761, -16.6486], [20.1702, -10.6199, -22.3695], [25.2368, -10.9075, -21.3278], [22.8524, -7.7092, -24.6800], [24.5808, -6.8136, -28.2842], [31.5047, -6.1284, -20.3911], [19.9407, -17.1609, -18.4928], [30.0569, -15.2450, -15.9836], [31.9003, -7.5660, -21.2898], [29.6581, -9.4835, -20.4331], [29.6760, -11.2243, -16.1345], [25.4850, -16.6604, -17.1013], [29.7557, -9.9912, -14.3915], [20.6645, -8.7897, -19.3427], [27.6176, -9.8636, -22.1321], [27.3373, -13.9022, -13.5612], [27.9646, -8.6116, -21.4175], [25.2275, -10.1083, -23.2441], [28.3732, -12.8906, -17.8727], [25.7622, -8.0564, -27.9943], [24.1455, -13.2871, -17.5816], [31.7090, -13.4956, -16.7536], [21.9345, -15.6756, -18.5593], [24.2657, -10.7934, -15.5626], [30.3206, -11.7458, -14.2361], [20.9874, -10.5167, -19.1347], [28.2455, -13.3556, -13.8152], [28.2672, -15.7832, -17.8792], [23.9323, -14.1255, -18.1030], [22.8238, -12.3895, -21.8916], [25.8149, -12.0453, -19.2374], [22.7163, -9.1239, -18.9771], [21.2785, -16.2251, -21.4320], [24.4037, -9.2049, -25.0024], [23.8396, -9.3202, -14.7169], [26.3329, -12.3994, -16.4052], [21.5980, -12.8041, -18.0778], [22.6375, -14.6364, -17.5794], [27.4979, -17.2685, -20.0126], [23.6311, -13.7351, -18.9845], [26.8834, -17.1953, -16.2444], [21.2094, -9.5223, -18.7473], [30.2742, -10.8390, -14.8392], [30.5843, -15.5902, -15.0944], [25.1679, -9.3196, -15.8140], [25.8242, -13.1968, -21.1619], [26.5245, -16.4017, -16.8998], [18.5189, -8.7525, -23.2602], [22.9417, -9.6055, -20.3324], [31.2881, -7.1939, -20.4683], [29.0292, -12.7615, -16.5532], [24.5580, -14.8463, -22.4727], [23.2750, -8.5733, -24.1672], [21.7433, -13.4442, -17.2075], [22.1786, -12.7992, -16.4442], [26.6680, -12.3075, -15.3720], [26.6675, -10.0853, -21.8709], [27.2810, -16.1105, -18.2085], [27.6679, -7.7405, -22.0017], [22.4054, -11.7618, -22.5632], [25.8942, -7.7556, -24.4780], [20.7568, -13.7407, -16.8511], [25.9686, -12.7592, -14.6684], [30.5486, -9.4689, -17.0348], [27.3519, -13.2945, -19.7152], [23.0258, -17.3928, -21.2703], [25.0241, -7.1517, -26.2635], [27.9960, -19.6903, -18.6584], [18.2874, -8.7721, -21.5669], [26.1347, -15.7774, -19.7295], [22.9034, -10.5957, -20.1370], [24.1609, -9.7150, -15.6808], [23.7303, -12.5799, -20.2906], [20.6963, -12.8294, -21.1752], [30.0015, -8.9844, -22.0628], [29.8610, -10.4881, -18.1274], [21.9711, -16.7538, -22.0870], [26.1578, -8.6673, -20.3548], [29.1250, -13.9992, -13.7968], [25.7028, -15.0751, -18.4628], [31.7512, -12.5150, -17.2277], [20.8003, -16.1401, -17.8477], [26.7622, -11.2545, -15.1068], [22.5083, -9.2723, -23.8330], [26.2588, -17.8473, -18.8788], [25.1873, -17.1261, -20.8823], [28.0260, -10.6484, -21.6448], [24.1198, -16.6617, -21.2909], [26.5071, -15.5542, -16.2145], [22.7041, -15.7213, -22.8961], [23.7324, -8.0972, -23.3000], [18.7374, -10.6517, -22.4984], [19.0313, -17.3414, -17.9197], [24.7043, -9.3744, -18.2685], [32.0380, -14.2664, -17.4505], [21.5375, -15.1887, -19.4501], [23.7703, -10.7612, -18.0699], [23.6926, -9.6763, -17.9977], [22.6493, -10.8355, -22.2430], [21.0485, -12.4226, -20.2272], [23.9316, -9.5974, -20.5324], [19.6169, -12.9755, -21.2137], [28.7139, -20.2829, -18.0914], [30.3182, -13.8243, -16.3071], [22.8585, -8.0433, -18.9806], [20.9888, -11.9880, -22.4124], [23.9321, -9.5408, -25.9258], [29.9003, -7.3784, -20.7329], [30.3882, -15.9031, -16.7868], [26.5414, -15.1929, -19.0133], [25.1012, -12.1438, -20.5134], [20.4948, -10.0255, -21.5154], [31.6855, -7.6811, -19.5779], [21.1959, -13.7937, -21.2677], [20.4457, -9.9647, -23.1960], [26.9639, -19.9704, -18.4477], [24.1494, -11.0389, -23.9527], [23.4963, -14.6880, -21.0800], [31.2777, -10.4336, -14.9680], [21.4562, -17.4849, -22.7102], [23.7379, -15.3209, -21.9339], [27.2121, -8.5164, -20.1231], [24.8426, -7.6223, -27.6018], [20.5077, -12.5921, -23.1816], [22.0342, -14.9164, -23.1987], [23.1720, -16.2342, -23.7364], [22.6135, -16.5012, -18.7721], [29.6874, -10.1326, -17.1117], [26.4927, -12.7512, -23.7617], [28.2442, -19.9211, -19.6944], [27.4657, -7.5287, -19.7379], [19.6564, -16.8240, -19.4897], [25.4672, -8.1924, -25.3807], [24.0738, -8.3713, -27.7918], [28.1541, -18.3613, -18.3146], [29.0324, -15.4942, -15.7071], [27.9494, -12.9513, -15.1851], [28.3852, -12.4915, -13.1655]], "mulliken_spin": [0.000, 0.000, 0.007, 0.000, 0.000, 0.003, 0.000, 0.000, -0.001, 0.000, 0.001, 0.000, 0.000, 0.000, 0.009, 0.000, 0.000, 0.000, 0.000, -0.001, 0.000, 0.001, 0.002, 0.000, 0.000, 0.000, -0.005, 0.000, -0.001, -0.002, -0.032, 0.000, -0.001, -0.001, 0.000, 0.000, 0.000, 0.000, 0.000, 0.056, -0.006, 0.002, -0.022, 0.000, 0.000, 0.000, 0.000, 0.002, 0.000, 0.000, 0.006, 0.010, -0.001, 0.000, 0.000, 0.000, 0.000, -0.072, -0.009, 0.000, 0.000, 0.000, 0.009, 0.000, 0.000, 0.000, 0.000, 0.011, 0.012, 0.018, 0.001, -0.001, 0.000, 0.000, 0.000, 0.000, 3.996, 0.000, 0.000, 0.000, 0.000, -0.044, 0.000, 0.000, 0.017, 0.000, 0.000, 0.002, 0.000, 0.002, 0.000, -0.025, 0.000, 0.000, 0.000, 0.000, -0.001, 0.001, 0.006, -0.002, 0.002, 0.000, 0.000, 0.000, 0.000, 0.002, 0.000, 0.000, 0.004, -0.003, 0.000, 0.000, 0.001, 0.000, 0.000, 0.001, 0.000, 0.000, 0.000, 0.000, 0.000, 0.033, 0.030, 0.000, 0.000, 0.000, 0.000, 0.000, 0.000, -0.001, 0.000, 0.000, 0.002, -0.005, 0.000, 0.000, 0.000, 0.000, 0.000, -0.001, -0.016, 0.000, 0.000, 0.000, 0.000, 0.000, 0.000, 0.000, 0.002, 0.000], "lumo_ev": [-3.5, -3.7], "gap_ev": [7.20, 6.99], "homo_ev": [-10.721, -10.722], "energy_ha": -5204.09390, "total_charge": 1, "multiplicity": 5}